The ion C6H14N4 with charge +2. Source: the Open Molecules 2025 dataset; level of theory: ωB97M-V/def2-TZVPD.

Bonds (Å) are listed after each position.
Positions of all 24 atoms, in Å:
1 C 1.14635 -0.74816 0.12842  N7 1.233, N8 1.378
2 C -0.95378 -1.64099 -0.08170  N10 1.465, H11 1.143, H12 1.200
3 C 0.17982 1.43995 -0.24500  C4 1.498, N8 1.448, H13 1.132, H14 1.125
4 C -1.13407 0.92483 0.25739  C3 1.498, N10 1.524, H15 1.131, H16 1.113
5 C 3.30757 -0.57851 -0.01040  N7 1.468, N9 1.579, H17 1.107, H18 1.112
6 C -3.07424 -0.47132 0.22853  N10 1.526, H19 1.136, H20 1.177, H21 1.105
7 N 2.13510 -1.46109 -0.05728  C1 1.233, C5 1.468
8 N 1.23523 0.61546 0.30489  C1 1.378, C3 1.448, N9 1.522
9 N 2.71271 0.88281 0.05419  C5 1.579, N8 1.522, H22 1.003, H23 1.104
10 N -1.65686 -0.38016 -0.32987  C2 1.465, C4 1.524, C6 1.526, H24 0.995
11 H -0.68143 -2.35603 -0.93119  C2 1.143
12 H -1.17339 -2.32123 0.88260  C2 1.200
13 H 0.07750 1.33954 -1.36819  C3 1.132
14 H 0.15863 2.51872 0.07233  C3 1.125
15 H -1.15310 0.73886 1.37324  C4 1.131
16 H -1.91149 1.69837 0.06926  C4 1.113
17 H 3.82790 -0.75158 0.95067  C5 1.107
18 H 3.75527 -0.67374 -1.02353  C5 1.112
19 H -3.66685 -1.42625 0.06260  C6 1.136
20 H -3.18531 -0.36704 1.39545  C6 1.177
21 H -3.71526 0.29272 -0.24681  C6 1.105
22 H 3.05950 1.58352 0.68258  N9 1.003
23 H 2.59838 1.47322 -0.87196  N9 1.104
24 H -1.88819 -0.33190 -1.29626  N10 0.995

Properties
Net charge   +2
HOMO level   -17.87 eV
Molecular weight   142.2 g/mol

=====

A cluster of 2 separate species, C6H14N4O2 in total. Source: the Open Molecules 2025 dataset; level of theory: ωB97M-V/def2-TZVPD.

Bonds (Å) are listed after each position.
Positions of all 26 atoms, in Å:
1 C 5.28512 -1.55304 -0.43744  C2 1.458, H7 1.092, H8 1.099, H9 1.092
2 C 4.35758 -0.51432 -0.00691  C1 1.458, C3 1.208
3 C 3.60876 0.35502 0.36995  C2 1.208, C4 1.483
4 C 2.63488 1.41355 0.73171  C3 1.483, C5 1.532, H10 1.108, H11 1.114
5 C 1.28288 1.21647 0.03889  C4 1.532, H12 1.094, H13 1.105, N21 1.480
6 C -2.57634 -0.45980 -0.50614  N23 1.358, N24 1.391, O25 1.209
7 H 5.67046 -2.07177 0.44312  C1 1.092
8 H 6.11169 -1.09089 -0.99477  C1 1.099
9 H 4.81121 -2.26307 -1.11789  C1 1.092
10 H 2.49397 1.40816 1.83036  C4 1.108
11 H 3.06590 2.40907 0.47855  C4 1.114
12 H 1.45594 1.09233 -1.03458  C5 1.094
13 H 0.61702 2.08234 0.20281  C5 1.105
14 H 0.50686 -0.05009 1.48464  N21 1.025
15 H -0.15059 -0.24319 0.02274  N21 0.991
16 H -4.29734 -1.95908 0.48746  N22 1.019
17 H -3.27441 -1.68833 1.72918  N22 1.025
18 H -3.67058 0.73933 0.75453  N23 0.998
19 H -1.28808 0.52562 -1.68303  N24 1.024
20 H -2.56639 2.50411 -0.82121  O26 0.968
21 N 0.71266 -0.07565 0.48051  C5 1.480, H14 1.025, H15 0.991
22 N -4.03747 -1.26815 1.18992  H16 1.019, H17 1.025, N23 1.401
23 N -3.46956 -0.19996 0.48340  C6 1.358, H18 0.998, N22 1.401
24 N -2.18805 0.67118 -1.21617  C6 1.391, H19 1.024, O26 1.428
25 O -2.19972 -1.56449 -0.82325  C6 1.209
26 O -2.07101 1.81027 -0.36248  H20 0.968, N24 1.428

Properties
Structure (SMILES)   NNC(=O)NO.CC#CCCN
HOMO level   -9.00 eV
Molecular weight   174.2 g/mol

=====

A cluster of 2 separate species, C6H14N5 in total. Source: the Open Molecules 2025 dataset; level of theory: ωB97M-V/def2-TZVPD.

Bonds (Å) are listed after each position.
Positions of all 25 atoms, in Å:
1 C 0.73940 3.23335 0.40022  N3 1.534, H11 1.101, H12 1.088, H13 1.098
2 C 1.34715 1.17675 -0.94728  N3 1.338, N4 1.331, N5 1.349
3 N 1.72434 2.27262 -0.27873  C1 1.534, C2 1.338, H6 1.004
4 N 2.27484 0.30971 -1.34560  C2 1.331, H7 1.004, H8 1.010
5 N 0.11180 0.93653 -1.43228  C2 1.349, H9 1.005, H10 1.019
6 H 2.54983 2.31048 0.29111  N3 1.004
7 H 3.25435 0.44707 -1.17562  N4 1.004
8 H 2.03207 -0.49201 -1.90970  N4 1.010
9 H -0.63459 1.60083 -1.32441  N5 1.005
10 H -0.13349 -0.04561 -1.54965  N5 1.019
11 H -0.24762 2.74946 0.33902  C1 1.101
12 H 0.76807 4.21375 -0.07138  C1 1.088
13 H 1.02299 3.31749 1.45752  C1 1.098
14 C -2.41699 -2.51419 -0.67711  C16 1.481, H23 1.085, H24 1.110, H25 1.093
15 C 0.51235 -1.52923 1.05986  N18 1.338, N19 1.338, H20 1.083
16 C -1.45806 -1.77058 0.17146  C14 1.481, C17 1.414, N18 1.378
17 C -1.66250 -1.32105 1.49680  C16 1.414, N19 1.366, H22 1.113
18 N -0.10978 -1.72619 -0.10825  C15 1.338, C16 1.378
19 N -0.39216 -1.13067 1.96140  C15 1.338, C17 1.366, H21 1.006
20 H 1.57335 -1.51293 1.27642  C15 1.083
21 H -0.18373 -0.91076 2.92036  N19 1.006
22 H -2.61898 -1.42450 2.05691  C17 1.113
23 H -1.98696 -2.66996 -1.66057  C14 1.085
24 H -3.42455 -2.05676 -0.76717  C14 1.110
25 H -2.64113 -3.46360 -0.18333  C14 1.093

Properties
Net charge   +1
HOMO level   -11.63 eV
Molecular weight   156.2 g/mol

=====

The ion C6H14NO with charge -1. Source: the Open Molecules 2025 dataset; level of theory: ωB97M-V/def2-TZVPD.

Bonds (Å) are listed after each position.
Positions of all 22 atoms, in Å:
1 C 0.26969 -0.59562 1.07322  C2 1.500, C5 1.553, H9 1.081, H10 1.101
2 C 1.68753 -1.02123 0.82913  C1 1.500, C3 1.547, H11 1.147, H12 1.099
3 C 2.03814 -1.93974 -0.36560  C2 1.547, O4 1.354, H13 1.105, H14 1.137
4 O 2.39318 -1.11715 -1.38082  C3 1.354
5 C -0.41316 -0.41576 -0.30966  C1 1.553, N6 1.494, H15 1.155, H16 1.118
6 N -1.62919 0.44634 -0.20480  C5 1.494, C7 1.464, H17 1.077
7 C -1.31616 1.85792 0.02663  N6 1.464, C8 1.546, H18 1.106, H19 1.108
8 C -2.70587 2.53507 0.05412  C7 1.546, H20 1.111, H21 1.081, H22 1.134
9 H -0.26087 -1.44364 1.48331  C1 1.081
10 H 0.02532 0.26134 1.72042  C1 1.101
11 H 2.07518 -1.44776 1.82039  C2 1.147
12 H 2.32657 -0.12791 0.81001  C2 1.099
13 H 1.11978 -2.54525 -0.47067  C3 1.105
14 H 2.84650 -2.72658 -0.22639  C3 1.137
15 H 0.36231 -0.03774 -1.07722  C5 1.155
16 H -0.78657 -1.35816 -0.78091  C5 1.118
17 H -2.12342 -0.02490 0.62802  N6 1.077
18 H -0.81903 2.11037 0.98236  C7 1.106
19 H -0.54997 2.23881 -0.67732  C7 1.108
20 H -3.30494 2.11224 -0.77989  C8 1.111
21 H -2.59233 3.60123 -0.08469  C8 1.081
22 H -3.11892 2.28525 1.08051  C8 1.134

Properties
Structure (SMILES)   CCNCCCC[O-]
Net charge   -1
HOMO level   -2.24 eV
Molecular weight   116.2 g/mol